The following is a DFT calculation (wB97M-V/def2-TZVPD) of one molecule with the formula C18H27N3O3S.

Last column: natural (NBO) charge in e.
Positions of all 52 atoms, in Å:
C -6.600 -1.030 -0.498  -0.26
O -5.445 -0.250 -0.210  -0.50
C -4.275 -0.780 -0.542  0.80
O -4.137 -1.860 -1.063  -0.62
C -3.112 0.148 -0.223  -0.17
C -3.116 1.321 -1.217  -0.40
C -2.118 2.400 -0.822  -0.52
S -2.705 3.378 0.611  0.15
C -1.471 2.934 1.867  -0.75
N -1.878 -0.602 -0.318  -0.65
C -1.163 -0.868 0.829  0.80
O -1.363 -0.248 1.862  -0.69
N -0.214 -1.843 0.749  -0.45
C 0.331 -2.428 -0.454  -0.21
C 1.675 -1.773 -0.790  -0.24
N 2.582 -1.971 0.322  -0.44
C 3.964 -1.609 0.030  -0.25
C 4.175 -0.147 -0.281  0.04
C 4.066 0.322 -1.585  -0.24
C 4.193 1.672 -1.863  -0.21
C 4.430 2.573 -0.839  -0.22
C 4.548 2.116 0.462  -0.19
C 4.422 0.766 0.738  -0.25
C 2.051 -1.353 1.523  -0.24
C 0.703 -1.993 1.861  -0.22
H -6.550 -1.986 0.027  0.20
H -6.669 -1.221 -1.571  0.19
H -7.451 -0.448 -0.156  0.20
H -3.219 0.531 0.798  0.27
H -2.864 0.939 -2.210  0.21
H -4.117 1.752 -1.251  0.22
H -1.982 3.102 -1.645  0.22
H -1.158 1.966 -0.552  0.23
H -0.500 3.317 1.566  0.21
H -1.788 3.414 2.787  0.22
H -1.445 1.856 1.999  0.26
H -1.942 -1.340 -1.006  0.41
H -0.350 -2.330 -1.298  0.20
H 0.497 -3.493 -0.260  0.20
H 2.099 -2.249 -1.677  0.20
H 1.506 -0.702 -1.009  0.18
H 4.282 -2.221 -0.819  0.20
H 4.559 -1.895 0.902  0.20
H 3.889 -0.377 -2.390  0.21
H 4.108 2.020 -2.882  0.21
H 4.528 3.626 -1.056  0.21
H 4.741 2.812 1.265  0.21
H 4.524 0.415 1.755  0.21
H 2.750 -1.526 2.344  0.20
H 1.907 -0.265 1.403  0.18
H 0.261 -1.513 2.734  0.25
H 0.841 -3.061 2.053  0.19

**Electronic energy**: -1490.3086 hartree
**Structure (SMILES)**: COC(=O)[C@H](CCSC)NC(=O)N1CCN(Cc2ccccc2)CC1
**Kohn-Sham gap**: 8.91 eV
**Multiplicity**: 1
**HOMO energy**: -8.207 eV
**ΔE to the lowest compared entry with this formula, charge and spin**: 11.7 kcal per mole

The following is a DFT calculation (wB97M-V/def2-TZVPD) of C18H27N3O4ReS as an isolated structure.

Last column: Löwdin spin population.
Positions of all 54 atoms, in Å:
Re 1.466 0.367 -2.192  0.81
C 0.312 3.572 -5.352  0.00
C -0.083 2.831 -4.057  0.00
C -1.532 2.369 -4.102  0.00
C 0.914 1.712 -3.903  0.01
C 2.231 1.985 -3.433  0.01
C 3.206 0.976 -3.326  0.01
C 2.914 -0.386 -3.665  0.01
C 3.949 -1.464 -3.518  0.01
C 1.576 -0.676 -4.094  0.01
C 0.604 0.349 -4.193  0.01
H -0.381 4.403 -5.484  0.00
H 0.230 2.919 -6.220  0.00
H 1.321 3.979 -5.303  0.00
H 0.069 3.518 -3.219  0.00
H -1.748 1.786 -4.998  0.00
H -2.178 3.244 -4.140  0.00
H -1.826 1.787 -3.223  0.00
H 2.477 2.990 -3.118  0.00
H 4.179 1.220 -2.923  0.00
H 3.894 -1.971 -2.553  0.00
H 4.943 -1.036 -3.621  0.00
H 3.803 -2.218 -4.288  0.00
H 1.295 -1.706 -4.264  0.01
H -0.417 0.095 -4.436  0.00
C -3.990 -2.156 7.599  0.00
C -3.564 -2.956 6.541  0.00
S -2.301 -1.148 4.970  0.00
O -3.434 -0.471 4.527  0.00
O -1.436 -0.691 5.960  0.00
C -1.268 -1.594 3.461  0.00
C -0.654 -0.250 2.968  0.00
N 0.224 -0.414 1.807  0.00
C -0.038 0.037 0.548  0.01
N 1.042 -0.173 -0.223  0.03
C 2.036 -0.757 0.580  0.02
C 1.517 -0.891 1.812  0.00
N 2.202 -1.436 2.976  0.00
O 3.312 -1.804 2.780  0.00
O 1.552 -1.444 4.034  0.00
C -1.279 0.695 0.072  0.01
H -4.498 -3.056 8.132  0.00
H -4.800 -1.451 7.389  0.00
H -3.221 -1.800 8.289  0.00
H -4.248 -3.207 5.721  0.00
H -2.647 -3.554 6.633  0.00
H -1.949 -2.062 2.747  0.00
H -0.505 -2.293 3.820  0.00
H -0.047 0.205 3.748  0.00
H -1.429 0.455 2.670  0.00
H 3.018 -1.035 0.232  0.00
H -1.387 1.686 0.523  0.00
H -2.164 0.105 0.319  0.00
H -1.260 0.810 -1.010  0.01

**Electronic energy**: -1641.8518 hartree
**Kohn-Sham gap (alpha / beta)**: 2.77 / 2.46 eV
**Total charge**: +4
**Multiplicity**: 2
**HOMO energy (alpha / beta)**: -20.028 / -19.725 eV
**ΔE to the lowest compared entry with this formula, charge and spin**: 151.9 kcal per mole

The following is a DFT calculation (wB97M-V/def2-TZVPD) of one molecule with the formula C18H27N3O5S2.

Last column: natural (NBO) charge in e.
Positions of all 55 atoms, in Å:
C 2.280 -1.192 -2.474  -0.64
C 2.352 -0.111 -1.398  -0.07
O 2.431 1.204 -1.920  -0.53
C 1.237 1.748 -2.428  -0.05
C 0.259 2.183 -1.330  -0.45
C -0.998 2.830 -1.918  -0.22
N -2.099 2.885 -0.988  -0.71
C -2.120 3.858 0.074  -0.19
C -2.197 3.235 1.481  -0.55
C -1.148 2.288 1.725  0.32
N -0.314 1.528 1.914  -0.35
S -3.342 1.803 -1.179  2.34
O -3.626 1.678 -2.577  -0.93
O -4.384 2.200 -0.278  -0.95
C -2.618 0.256 -0.620  -0.32
C -1.825 -0.456 -1.504  -0.20
C -1.127 -1.561 -1.047  -0.21
C -1.248 -1.931 0.280  -0.22
S -0.194 -3.249 0.890  2.31
O 0.080 -4.166 -0.177  -0.94
O -0.759 -3.762 2.108  -0.94
N 1.187 -2.342 1.152  -0.68
C 1.168 -1.586 2.404  -0.26
C 2.531 -1.828 3.062  -0.41
C 2.954 -3.178 2.486  -0.42
C 2.452 -3.062 1.049  -0.23
C -2.091 -1.262 1.145  -0.21
C -2.786 -0.154 0.688  -0.18
H 2.235 -2.169 -2.001  0.22
H 1.394 -1.070 -3.094  0.20
H 3.156 -1.142 -3.115  0.21
H 1.507 -0.215 -0.707  0.17
H 3.277 -0.223 -0.827  0.19
H 1.551 2.620 -3.009  0.19
H 0.737 1.045 -3.106  0.16
H 0.770 2.877 -0.660  0.21
H -0.034 1.313 -0.739  0.22
H -0.772 3.840 -2.278  0.20
H -1.364 2.251 -2.768  0.23
H -3.001 4.500 -0.045  0.22
H -1.220 4.471 -0.015  0.22
H -2.137 4.030 2.230  0.26
H -3.161 2.731 1.577  0.28
H -1.772 -0.136 -2.532  0.24
H -0.491 -2.146 -1.690  0.25
H 0.980 -0.531 2.195  0.24
H 0.362 -1.974 3.031  0.21
H 2.463 -1.831 4.147  0.22
H 3.238 -1.055 2.755  0.20
H 2.430 -3.987 2.997  0.21
H 4.026 -3.351 2.542  0.22
H 3.141 -2.461 0.446  0.19
H 2.280 -4.016 0.556  0.24
H -2.189 -1.614 2.160  0.25
H -3.461 0.389 1.330  0.24

**Electronic energy**: -2038.8861 hartree
**Structure (SMILES)**: CCOCCCN(CCC#N)S(=O)(=O)c1ccc(S(=O)(=O)N2CCCC2)cc1
**Kohn-Sham gap**: 9.50 eV
**Multiplicity**: 1
**HOMO energy**: -9.468 eV
**ΔE to the lowest compared entry with this formula, charge and spin**: 61.9 kcal per mole

The following is a DFT calculation (wB97M-V/def2-TZVPD) of one molecule with the formula C18H27N3O6S.

Last column: natural (NBO) charge in e.
Positions of all 55 atoms, in Å:
C -0.199 -1.908 -0.074  -0.65
C 0.697 -2.160 -1.278  -0.07
O 2.070 -1.996 -0.906  -0.52
C 2.736 -0.967 -1.436  0.91
O 2.301 -0.211 -2.276  -0.68
N 4.023 -0.901 -0.967  -0.45
C 4.336 -1.442 0.339  -0.24
C 3.799 -0.471 1.419  -0.25
N 3.602 0.841 0.822  -0.44
C 2.332 1.306 0.697  0.67
O 1.390 0.773 1.246  -0.62
C 2.150 2.588 -0.125  -0.17
O 0.891 3.162 0.115  -0.48
C -0.235 2.493 -0.260  0.35
C -1.416 2.923 0.352  -0.26
C -2.618 2.320 0.044  -0.19
C -2.644 1.294 -0.881  -0.30
S -4.141 0.388 -1.188  2.31
O -4.148 -0.130 -2.526  -0.94
O -5.272 1.158 -0.745  -0.95
N -3.879 -0.936 -0.191  -0.87
C -4.266 -0.792 1.202  -0.06
C -5.755 -1.061 1.409  -0.63
C -3.399 -1.703 2.068  -0.61
C -1.491 0.888 -1.521  -0.17
C -0.281 1.485 -1.220  -0.31
C 4.720 1.233 -0.006  -0.24
C 4.762 0.312 -1.253  -0.24
H 0.023 -0.935 0.359  0.24
H -1.241 -1.923 -0.381  0.23
H -0.034 -2.672 0.682  0.21
H 0.597 -3.188 -1.639  0.19
H 0.469 -1.465 -2.091  0.21
H 3.884 -2.427 0.441  0.24
H 5.422 -1.541 0.400  0.20
H 4.500 -0.388 2.255  0.20
H 2.829 -0.800 1.794  0.25
H 2.306 2.364 -1.189  0.21
H 2.863 3.352 0.197  0.22
H -1.358 3.721 1.074  0.23
H -3.541 2.634 0.506  0.24
H -4.227 -1.780 -0.621  0.40
H -4.052 0.252 1.451  0.20
H -6.029 -0.898 2.448  0.21
H -5.992 -2.090 1.142  0.20
H -6.332 -0.388 0.781  0.24
H -2.349 -1.461 1.930  0.22
H -3.558 -2.743 1.795  0.20
H -3.657 -1.573 3.116  0.21
H -1.561 0.105 -2.259  0.24
H 0.609 1.144 -1.725  0.25
H 5.626 1.102 0.594  0.20
H 4.652 2.278 -0.297  0.22
H 4.290 0.785 -2.115  0.24
H 5.792 0.050 -1.508  0.20

**Electronic energy**: -1716.0195 hartree
**Structure (SMILES)**: CCOC(=O)N1CCN(C(=O)COc2ccc(S(=O)(=O)NC(C)C)cc2)CC1
**Kohn-Sham gap**: 9.21 eV
**Multiplicity**: 1
**HOMO energy**: -8.656 eV
**ΔE to the lowest compared entry with this formula, charge and spin**: 19.9 kcal per mole

The following is a DFT calculation (wB97M-V/def2-TZVPD) of one molecule with the formula C18H27N3S.

Last column: natural (NBO) charge in e.
Positions of all 49 atoms, in Å:
C -7.324 -0.365 -1.671  -0.60
C -6.513 0.206 -0.514  -0.39
C -5.236 -0.600 -0.277  -0.40
C -4.435 -0.127 0.942  -0.21
C -3.765 1.235 0.740  -0.39
C -2.622 1.187 -0.280  -0.48
C -1.636 0.121 0.103  0.26
N -0.382 0.233 0.279  -0.28
N 0.292 1.388 0.112  -0.44
C 1.638 1.445 0.318  0.29
S 2.421 2.875 0.052  -0.29
N 2.217 0.316 0.754  -0.59
C 3.643 0.151 0.838  -0.22
C 4.255 -0.293 -0.502  -0.45
C 5.750 -0.367 -0.387  0.08
C 6.390 -1.575 -0.148  -0.25
C 7.766 -1.627 -0.011  -0.19
C 8.517 -0.469 -0.108  -0.23
C 7.886 0.741 -0.342  -0.20
C 6.511 0.791 -0.480  -0.24
C -2.234 -1.233 0.327  -0.43
C -3.369 -1.148 1.352  -0.39
H -7.610 -1.394 -1.467  0.20
H -8.228 0.218 -1.829  0.21
H -6.742 -0.348 -2.591  0.20
H -6.263 1.245 -0.734  0.19
H -7.120 0.195 0.394  0.20
H -4.623 -0.561 -1.178  0.19
H -5.515 -1.645 -0.118  0.20
H -5.141 -0.029 1.776  0.21
H -3.359 1.567 1.699  0.21
H -4.500 1.976 0.423  0.21
H -3.020 0.954 -1.271  0.22
H -2.156 2.173 -0.338  0.21
H -0.156 2.255 -0.173  0.40
H 1.619 -0.500 0.759  0.42
H 4.072 1.115 1.124  0.24
H 3.866 -0.583 1.616  0.20
H 3.975 0.441 -1.260  0.23
H 3.844 -1.264 -0.786  0.20
H 5.808 -2.484 -0.073  0.21
H 8.253 -2.575 0.171  0.21
H 9.592 -0.509 -0.002  0.21
H 8.468 1.648 -0.419  0.21
H 6.019 1.735 -0.664  0.22
H -2.627 -1.613 -0.619  0.21
H -1.460 -1.918 0.675  0.23
H -2.946 -0.853 2.315  0.20
H -3.822 -2.133 1.474  0.21

**Electronic energy**: -1264.5531 hartree
**Structure (SMILES)**: CCCC1CCC(=NNC(=S)NCCc2ccccc2)CC1
**Kohn-Sham gap**: 8.74 eV
**Multiplicity**: 1
**HOMO energy**: -8.078 eV
**ΔE to the lowest compared entry with this formula, charge and spin**: 10.8 kcal per mole

Results for strongest force on any atom: 0.5 4.0 1.1 0.9 0.8 (in eV Å⁻¹, following the order of the records).